Molecular formula: C26H27Cl5FLaN3O2S
Method: DFT, the ωB97M-V functional and the def2-TZVPD basis

```
66
Properties=species:S:1:pos:R:3:lowdin_charge:R:1
La -0.571 0.115 -0.167 1.76
Cl -2.815 -4.058 5.714 0.71
C -2.554 -3.296 4.203 -0.71
C -1.714 -2.181 4.110 -0.70
Cl -0.939 -1.549 5.503 0.72
C -1.517 -1.595 2.871 -0.55
Cl -0.488 -0.168 2.750 0.67
C -2.116 -2.078 1.708 -0.48
O -1.855 -1.519 0.542 -0.44
C -2.979 -3.168 1.824 -0.60
Cl -3.806 -3.702 0.410 0.74
C -3.191 -3.776 3.054 -0.69
Cl -4.245 -5.122 3.161 0.72
C 2.041 -2.503 -4.872 -0.09
C 2.394 -3.472 -3.764 -0.22
C 3.343 -2.865 -2.746 -0.14
N 2.677 -1.846 -1.940 0.06
C 2.765 -1.619 -0.644 -0.80
S 2.377 -0.080 0.025 0.56
N 3.257 -2.556 0.199 0.11
C 3.120 -3.965 0.158 -0.41
O 3.940 -4.644 0.706 0.16
C 1.898 -4.483 -0.496 -0.17
C 1.960 -5.719 -1.130 -0.01
C 0.818 -6.234 -1.717 -0.05
C -0.377 -5.533 -1.648 -0.05
C -0.447 -4.314 -0.985 -0.06
C 0.695 -3.787 -0.409 -0.03
H 1.389 -2.960 -5.608 0.08
H 2.928 -2.156 -5.391 0.08
H 1.510 -1.630 -4.505 0.04
H 2.878 -4.361 -4.171 0.12
H 1.494 -3.815 -3.248 0.10
H 4.175 -2.349 -3.243 0.14
H 3.784 -3.617 -2.080 0.12
H 2.206 -1.106 -2.458 0.12
H 3.709 -2.200 1.043 0.16
H 2.894 -6.259 -1.155 0.13
H 0.855 -7.188 -2.218 0.11
H -1.262 -5.948 -2.099 0.11
H -1.386 -3.789 -0.903 0.06
H 0.645 -2.853 0.156 0.10
F -0.923 2.260 -0.009 -0.62
C 0.639 4.401 -1.599 0.00
N -0.059 3.353 -2.375 -0.22
C -0.883 3.921 -3.459 0.02
C 0.922 2.325 -2.876 -0.12
C 0.223 1.179 -3.536 -0.32
C 0.278 1.107 -4.923 -0.06
C -0.391 0.092 -5.591 -0.08
C -1.098 -0.845 -4.857 -0.09
C -1.114 -0.760 -3.470 -0.16
C -0.459 0.242 -2.744 -0.26
H -0.092 5.144 -1.297 0.11
H 1.396 4.846 -2.241 0.11
H 1.086 3.928 -0.727 0.10
H -0.673 2.856 -1.683 0.12
H -0.230 4.498 -4.108 0.11
H -1.634 4.556 -3.003 0.11
H -1.340 3.095 -4.005 0.11
H 1.500 2.035 -1.977 0.10
H 1.601 2.851 -3.552 0.14
H 0.835 1.833 -5.486 0.11
H -0.358 0.031 -6.665 0.11
H -1.626 -1.635 -5.364 0.11
H -1.682 -1.522 -2.947 0.08
```

Charge ... +1
HOMO-LUMO gap ... 7.995 eV
Energy above the lowest of the compared OMol25 structures with the same formula, charge and spin ... 0.0 kcal/mol
Largest force on an atom ... 1.2 eV Å⁻¹

***

Molecular formula: C26H27ClMnNOS3Se
Method: DFT, the ωB97M-V functional and the def2-TZVPD basis

```
61
Properties=species:S:1:pos:R:3:lowdin_spin:R:1
Mn 0.627 0.097 -0.155 3.79
C -2.362 -1.553 2.406 0.00
C -1.134 -0.670 2.432 0.01
C -1.196 0.664 2.000 0.01
C -2.499 1.341 1.652 0.00
C -0.025 1.427 1.925 0.01
C -0.086 2.865 1.470 0.00
C 1.210 0.871 2.314 0.01
C 2.404 1.782 2.493 0.00
C 1.274 -0.480 2.693 0.00
C 2.605 -1.139 2.952 0.00
C 0.093 -1.224 2.809 0.02
C 0.174 -2.652 3.282 0.00
H -2.885 -1.559 3.367 0.00
H -2.099 -2.580 2.163 0.00
H -3.070 -1.232 1.649 0.00
H -2.585 1.530 0.578 0.00
H -2.564 2.314 2.141 0.00
H -3.361 0.762 1.968 0.00
H -0.359 3.529 2.297 0.00
H -0.829 3.000 0.685 0.00
H 0.870 3.200 1.074 0.00
H 2.920 2.015 1.563 0.00
H 3.125 1.339 3.175 0.00
H 2.080 2.724 2.935 0.00
H 2.850 -1.170 4.018 0.00
H 3.413 -0.621 2.440 0.00
H 2.598 -2.168 2.594 0.00
H 0.420 -3.335 2.462 0.00
H -0.766 -2.989 3.711 0.00
H 0.942 -2.767 4.046 0.00
O -0.719 0.708 -1.138 -0.03
C -1.184 0.280 -2.413 0.01
C -2.014 1.474 -2.888 -0.01
C -1.920 2.755 -2.433 0.00
C -2.801 3.650 -3.115 0.00
C -3.533 3.019 -4.071 0.00
S -3.170 1.351 -4.149 0.00
C 0.001 0.031 -3.314 0.00
C 0.792 -1.080 -3.362 0.00
C 1.930 -0.906 -4.199 0.00
C 1.965 0.335 -4.762 0.00
S 0.646 1.292 -4.273 0.00
C -2.068 -0.952 -2.301 0.00
C -2.917 -1.234 -1.274 0.00
C -3.725 -2.379 -1.519 0.00
C -3.476 -2.930 -2.740 0.00
S -2.254 -2.085 -3.571 0.00
H -1.232 3.042 -1.653 0.00
H -2.878 4.707 -2.901 0.00
H -4.272 3.444 -4.732 0.00
H 0.578 -1.989 -2.817 0.00
H 2.673 -1.670 -4.377 0.00
H 2.700 0.732 -5.445 0.00
H -2.962 -0.634 -0.381 0.00
H -4.449 -2.777 -0.822 0.00
H -3.923 -3.807 -3.180 0.00
Cl 2.231 1.330 -0.891 0.07
Se -0.585 -4.558 -0.384 0.04
C -0.092 -2.880 -0.214 0.03
N 0.241 -1.759 -0.099 0.01
```

Charge ... 0
HOMO-LUMO gap (alpha / beta) ... 6.017 / 7.941 eV
Spin multiplicity ... 5
Energy above the lowest of the compared OMol25 structures with the same formula, charge and spin ... 0.0 kcal/mol
⟨S²⟩ ... 6.096
Largest force on an atom ... 0.7 eV Å⁻¹

***

Molecular formula: C26H27IrN3O7P3S2
Method: DFT, the ωB97M-V functional and the def2-TZVPD basis

```
69
Properties=species:S:1:pos:R:3:lowdin_spin:R:1
Ir -0.235 -0.608 -0.392 2.73
C -3.817 -3.586 1.468 0.02
C -2.889 -2.784 0.589 0.18
S -1.285 -2.631 1.052 0.51
C -3.360 -2.209 -0.598 0.21
C -4.784 -2.407 -1.055 0.03
S -2.355 -1.337 -1.624 0.48
H -3.286 -3.936 2.350 0.00
H -4.215 -4.454 0.936 0.00
H -4.667 -2.983 1.798 0.01
H -5.454 -2.644 -0.230 0.00
H -4.841 -3.228 -1.776 0.01
H -5.149 -1.510 -1.553 0.00
C -1.787 2.359 -2.394 0.00
C -1.393 2.970 -1.059 0.00
O -1.793 4.344 -1.062 0.00
P 0.423 2.891 -0.817 0.01
O 0.653 3.596 0.572 0.00
O 1.097 3.895 -1.824 0.01
O 0.927 1.493 -0.967 0.08
P -2.144 2.178 0.423 0.01
O -3.712 2.217 0.062 0.01
O -1.842 3.129 1.548 0.01
O -1.693 0.746 0.565 0.11
H -1.355 2.952 -3.202 0.00
H -2.872 2.360 -2.494 0.00
H -1.430 1.333 -2.488 0.00
H -1.870 4.616 -0.136 0.00
H -0.113 3.442 1.186 0.00
H 1.676 3.454 -2.485 0.00
H -4.247 2.309 0.859 0.00
C 4.399 3.029 4.350 0.00
C 3.642 2.229 5.192 0.00
C 2.585 1.484 4.685 0.00
C 2.266 1.537 3.330 0.01
C 3.027 2.356 2.494 0.00
C 4.091 3.090 2.997 0.00
P 0.922 0.587 2.516 0.03
C -0.028 -0.022 3.960 0.00
C -0.090 -1.363 4.324 0.00
C -0.907 -1.777 5.370 0.00
C -1.669 -0.855 6.069 0.00
C -1.620 0.488 5.709 0.00
C -0.817 0.896 4.657 0.00
C 1.824 -0.898 1.949 0.04
C 2.890 -1.478 2.644 0.01
C 3.526 -2.597 2.140 0.01
C 3.097 -3.148 0.934 0.01
C 2.036 -2.585 0.246 0.04
C 1.401 -1.434 0.730 0.20
H 5.225 3.607 4.746 0.00
H 3.874 2.179 6.250 0.00
H 1.998 0.862 5.351 0.00
H 2.773 2.423 1.442 0.00
H 4.670 3.719 2.333 0.00
H 0.496 -2.097 3.786 0.00
H -0.946 -2.828 5.632 0.00
H -2.305 -1.177 6.884 0.00
H -2.224 1.215 6.238 0.00
H -0.815 1.940 4.359 0.00
H 3.218 -1.047 3.584 0.00
H 4.351 -3.043 2.682 0.00
H 3.596 -4.022 0.531 0.00
H 1.707 -3.024 -0.689 0.01
N 2.696 2.513 -3.866 0.01
C 2.161 1.487 -3.959 0.00
N 1.577 0.330 -4.164 0.03
C 1.040 -0.322 -3.203 0.05
N 0.527 -1.012 -2.407 0.11
```

Charge ... -1
HOMO-LUMO gap (alpha / beta) ... 6.673 / 6.414 eV
Spin multiplicity ... 6
Energy above the lowest of the compared OMol25 structures with the same formula, charge and spin ... 0.0 kcal/mol
⟨S²⟩ ... 8.773
Largest force on an atom ... 0.3 eV Å⁻¹

***

Molecular formula: C26H27N9PtS
Method: DFT, the ωB97M-V functional and the def2-TZVPD basis

```
64
Properties=species:S:1:pos:R:3:lowdin_spin:R:1
Pt 0.071 -0.498 2.455 1.29
N -2.691 0.076 0.696 0.26
C -2.775 1.373 0.933 0.14
C -4.015 2.025 0.683 0.15
C -4.157 3.383 0.826 0.02
C -3.063 4.143 1.214 0.27
C -1.800 3.538 1.498 0.03
C -0.707 4.339 1.881 0.02
C 0.499 3.740 2.136 0.01
C 0.584 2.353 2.044 0.02
N -0.436 1.557 1.710 0.08
C -1.628 2.145 1.403 0.07
H -1.833 -0.442 0.822 0.01
H -3.495 -0.436 0.354 0.00
H -4.852 1.420 0.354 0.00
H -5.108 3.857 0.622 0.00
H -3.153 5.218 1.311 0.01
H -0.828 5.412 1.961 0.00
H 1.370 4.313 2.419 0.00
H 1.525 1.862 2.251 0.00
C 1.704 -0.476 -0.773 0.00
C 2.538 -0.569 0.453 0.01
N 2.116 -0.471 1.705 0.14
C 3.221 -0.604 2.532 0.01
C 4.318 -0.787 1.769 0.00
N 3.883 -0.763 0.456 0.01
C 4.714 -0.955 -0.714 0.01
N 5.430 0.263 -1.071 0.13
N 4.660 1.428 -1.221 0.00
N 5.397 2.362 -1.605 0.06
C 6.693 1.879 -1.757 0.03
C 7.824 2.503 -2.195 0.16
C 9.016 1.700 -2.267 0.29
C 9.024 0.340 -1.915 0.00
C 7.885 -0.288 -1.481 0.19
C 6.695 0.513 -1.406 0.11
H 0.686 -0.216 -0.494 0.00
H 1.676 -1.425 -1.311 0.00
H 2.084 0.299 -1.439 0.00
H 3.152 -0.554 3.605 0.00
H 5.351 -0.929 2.037 0.00
H 4.079 -1.242 -1.550 0.00
H 5.438 -1.747 -0.535 0.00
H 7.826 3.547 -2.484 0.00
H 9.936 2.158 -2.607 0.01
H 9.948 -0.217 -1.994 0.00
H 7.892 -1.336 -1.214 0.01
C -0.544 -6.188 5.028 0.00
C -0.289 -4.778 4.647 0.00
C 0.135 -3.785 5.504 0.00
C 0.329 -2.488 5.032 0.02
N 0.122 -2.223 3.725 0.08
C -0.303 -3.180 2.889 0.04
S -0.551 -2.639 1.289 0.29
N -0.499 -4.428 3.345 0.01
C 0.735 -1.367 5.917 0.01
H -0.340 -6.348 6.083 0.00
H 0.085 -6.861 4.440 0.00
H -1.587 -6.450 4.828 0.00
H 0.305 -4.015 6.546 0.00
H -0.825 -5.136 2.691 0.00
H 1.011 -1.719 6.907 0.00
H -0.102 -0.670 6.021 0.00
H 1.574 -0.820 5.485 0.00
```

Charge ... +4
HOMO-LUMO gap (alpha / beta) ... 8.110 / 6.159 eV
Spin multiplicity ... 5
Energy above the lowest of the compared OMol25 structures with the same formula, charge and spin ... 0.0 kcal/mol
⟨S²⟩ ... 6.056
Largest force on an atom ... 0.4 eV Å⁻¹